Record 1
C3H12ClO3 | ωB97M-V/def2-TZVPD

Properties
* total charge: -1
* ΔE to the lowest compared entry with this formula, charge and spin: 753.1 kJ/mol
* HOMO-LUMO gap: 8.03 eV
* HOMO energy: -0.1503 Eh
* DFT total energy: -807.181347 Eh

Each line ends with the Löwdin charge.
Positions of all 19 atoms, in Å:
Cl  -0.65176  -0.55835  -0.11996  0.846
C  2.02026  0.98701  0.32326  -0.196
O  0.82214  0.98162  -0.47885  -0.263
H  1.80140  1.02046  1.39053  0.027
H  2.56092  0.04416  0.24064  0.066
H  2.70902  1.77084  0.00808  0.060
H  0.21948  0.33525  -0.10386  -0.453
C  0.74493  -0.51153  2.38443  -0.289
O  1.13361  -1.61321  1.66485  -0.189
H  -0.04842  -1.00678  2.94427  0.078
H  1.47113  -0.04422  3.04954  0.084
H  0.26300  0.22203  1.73811  0.018
H  0.49637  -1.74682  0.95938  -0.042
C  -2.42478  0.06502  -2.68004  -0.180
O  -2.15594  0.47207  -1.31611  -0.312
H  -3.26563  0.63217  -3.07932  0.056
H  -1.51396  0.13169  -3.27508  0.062
H  -2.65459  -1.00001  -2.64877  0.055
H  -1.52718  -0.18139  -1.00109  -0.425

***

Record 2
C6H11NO | ωB97M-V/def2-TZVPD

Properties
* total charge: 0
* SMILES string: C=C(C)[C@@H](C)C(N)=O
* ΔE to the lowest compared entry with this formula, charge and spin: 103.8 kJ/mol
* HOMO-LUMO gap: 10.28 eV
* HOMO energy: -0.3458 Eh
* DFT total energy: -365.191924 Eh

Each line ends with the Löwdin charge.
Positions of all 19 atoms, in Å:
C  -0.36983  0.67658  0.44930  -0.234
C  -0.45284  2.02178  -0.23160  -0.055
C  1.93698  -0.50544  0.57420  -0.069
C  -1.50718  -0.25656  0.12636  -0.553
C  0.70437  -0.32118  -0.26481  -0.322
N  -1.57292  -1.39155  0.91226  0.153
C  0.64699  -0.74690  -1.51954  0.059
O  -2.46926  0.12432  -0.53988  0.055
H  -0.20804  0.75363  1.52825  0.144
H  -0.76737  -1.98974  0.98940  0.093
H  -2.46016  -1.87264  0.90461  0.104
H  -0.59545  1.90719  -1.30291  0.082
H  -1.32392  2.55620  0.14704  0.086
H  0.45855  2.59227  -0.05867  0.081
H  2.35536  0.46257  0.85200  0.083
H  2.71110  -1.04172  0.02959  0.074
H  1.70371  -1.04110  1.49477  0.078
H  1.44778  -1.31278  -1.96911  0.067
H  -0.23787  -0.61493  -2.12125  0.073

***

Record 3
C28H39IN4PSc | ωB97M-V/def2-TZVPD

Properties
* total charge: +2
* HOMO-LUMO gap: 8.23 eV
* HOMO energy: -0.4953 Eh
* DFT total energy: -2708.619654 Eh

Each line ends with the Löwdin charge.
Positions of all 74 atoms, in Å:
Sc  0.17204  1.02302  -1.76984  0.484
C  2.21237  6.66212  -1.70411  -0.037
C  1.63124  6.76720  -0.44165  -0.056
C  1.11677  5.65519  0.17822  -0.070
C  1.13185  4.42259  -0.47670  -0.351
C  1.70441  4.30130  -1.71632  -0.129
C  2.23368  5.41136  -2.37441  -0.035
P  0.39276  2.85528  0.13197  1.041
C  0.39745  2.82073  1.93481  -0.381
C  -0.65851  2.39084  2.65457  -0.137
C  -0.75594  2.63140  4.02155  -0.047
C  0.29325  3.29684  4.65794  -0.038
C  1.41920  3.68568  3.90862  -0.050
C  1.47369  3.43672  2.55807  -0.103
C  -1.29094  2.85161  -0.39699  -0.442
C  -2.32294  3.52115  0.23557  -0.089
C  -3.62502  3.47126  -0.19501  -0.035
C  -3.86106  2.86842  -1.44681  -0.046
C  -2.86181  2.19032  -2.12659  -0.107
C  -1.54528  2.17332  -1.62703  -0.289
H  2.65564  7.52022  -2.17677  0.110
H  1.72389  7.69330  0.07404  0.109
H  0.71892  5.68292  1.19150  0.115
H  1.84727  3.29526  -2.09130  0.051
H  2.78312  5.40139  -3.33380  0.124
H  -1.45935  1.89786  2.13577  0.080
H  -1.64409  2.35355  4.57975  0.116
H  0.20978  3.56326  5.71855  0.121
H  2.29545  4.09503  4.37456  0.112
H  2.32726  3.75797  1.95267  0.120
H  -2.14389  4.03538  1.17883  0.121
H  -4.41227  3.89838  0.37053  0.110
H  -4.87556  2.91758  -1.84818  0.121
H  -3.03354  1.67278  -3.07162  0.108
C  3.01530  -5.29928  -2.73652  -0.053
C  1.75311  -4.35511  -2.76828  -0.162
N  1.16566  -4.19772  -1.50003  -0.143
C  0.68183  -5.49349  -0.98228  -0.114
C  1.80717  -6.56474  -0.99037  -0.049
N  3.09371  -5.83848  -1.35195  -0.110
C  3.28179  -4.76393  -0.36861  -0.091
C  2.18407  -3.68740  -0.56509  -0.119
H  4.02187  -4.85699  -2.99879  0.159
H  2.93275  -6.12439  -3.42827  0.126
H  1.05957  -4.81941  -3.51494  0.154
H  2.08819  -3.40366  -3.08442  0.068
H  -0.16743  -5.90999  -1.49275  0.125
H  0.43271  -5.37895  0.08548  0.131
H  1.71566  -7.38223  -1.70916  0.138
H  1.92895  -7.02789  -0.00194  0.139
H  3.86520  -6.51435  -1.32151  0.199
H  4.36808  -4.41076  -0.40539  0.166
H  3.26482  -5.27889  0.58679  0.129
H  2.70232  -2.81200  -1.00527  0.124
H  1.77906  -3.39599  0.40836  0.130
I  1.85601  -0.05220  -3.47551  0.198
C  -2.71875  -2.84519  0.96815  -0.024
C  -2.39808  -1.35161  1.22349  -0.569
C  -2.18033  -1.10249  2.71879  -0.031
C  -3.51702  -0.41482  0.70184  -0.028
N  -1.06291  -1.03260  0.52599  -0.029
N  -1.10591  -0.66967  -0.88616  -0.040
H  -3.71879  -3.02401  1.33995  0.093
H  -1.96305  -3.39226  1.54499  0.087
H  -2.71059  -3.03854  -0.05795  0.053
H  -3.15727  -1.38957  3.14901  0.108
H  -1.95447  -0.07076  2.96041  0.059
H  -1.42405  -1.77723  3.10358  0.087
H  -4.27426  -0.20003  1.44997  0.095
H  -4.01692  -0.90790  -0.12507  0.085
H  -3.17442  0.57060  0.32922  0.065
H  -0.62708  -0.26545  1.05075  0.089
H  -2.02422  -0.20829  -1.07161  0.074
H  -1.05213  -1.53354  -1.36528  0.078

***

Record 4
C20H55N3Nb | ωB97M-V/def2-TZVPD

Properties
* total charge: -1
* HOMO-LUMO gap: 6.80 eV
* HOMO energy: -0.1647 Eh
* DFT total energy: -1015.969043 Eh

Each line ends with the Löwdin charge.
Positions of all 79 atoms, in Å:
C  2.00750  -2.98193  -2.61521  -0.455
Nb  4.00263  -4.11385  -2.86611  1.007
C  6.05729  -5.10274  -2.84575  -0.445
H  2.23604  -2.04576  -2.09490  -0.065
H  1.43249  -3.58302  -1.90070  -0.066
H  1.47570  -2.83798  -3.55473  -0.050
H  4.80666  -2.47956  -3.04741  -0.173
H  3.86002  -4.13748  -4.68549  -0.198
H  3.13826  -5.72916  -2.87824  -0.185
H  4.09434  -4.07808  -1.03143  -0.167
H  6.78753  -4.35602  -3.17411  -0.058
H  6.05995  -5.96788  -3.51035  -0.053
H  6.34549  -5.37338  -1.82726  -0.060
C  -2.11400  3.32226  -1.27802  -0.088
C  -0.67805  3.23370  -1.77609  -0.278
N  0.00962  2.03005  -1.34933  -0.210
C  1.44233  2.06671  -1.61061  -0.244
C  1.90907  2.11086  -3.06726  -0.080
C  -0.64978  0.77254  -1.66894  -0.244
C  -0.93860  0.46929  -3.14167  -0.076
H  -2.15909  3.25468  -0.18949  0.067
H  -2.54657  4.27942  -1.57524  0.071
H  -2.74363  2.53764  -1.70010  0.065
H  -0.13476  4.09457  -1.37288  0.109
H  -0.67753  3.34861  -2.87027  0.099
H  1.90858  1.21126  -1.11550  0.118
H  1.84415  2.94794  -1.09615  0.102
H  1.82001  1.13984  -3.55082  0.061
H  2.96527  2.38599  -3.10572  0.072
H  1.36024  2.84614  -3.65806  0.064
H  -1.59722  0.73962  -1.12166  0.099
H  -0.06529  -0.04756  -1.24607  0.108
H  -1.32163  1.33889  -3.68005  0.066
H  -1.69511  -0.31520  -3.21323  0.061
H  -0.05587  0.10164  -3.66158  0.060
C  -1.52782  -2.68358  -1.04525  -0.099
C  -1.99072  -4.10958  -0.79433  -0.265
N  -1.98882  -4.48237  0.60960  -0.194
C  -2.18269  -5.90775  0.82286  -0.249
C  -3.52199  -6.52463  0.40702  -0.093
C  -2.73555  -3.60524  1.49359  -0.251
C  -4.22911  -3.40347  1.21397  -0.090
H  -0.52952  -2.51697  -0.64070  0.075
H  -1.48726  -2.49366  -2.11799  0.069
H  -2.20856  -1.94663  -0.61039  0.061
H  -1.30454  -4.77490  -1.32451  0.122
H  -2.98032  -4.24660  -1.25812  0.098
H  -2.00154  -6.13052  1.87845  0.109
H  -1.38602  -6.42773  0.28266  0.113
H  -4.31732  -6.28507  1.11241  0.051
H  -3.43446  -7.61385  0.38694  0.067
H  -3.83398  -6.20664  -0.58813  0.064
H  -2.25187  -2.62483  1.48012  0.100
H  -2.60827  -3.95602  2.52153  0.112
H  -4.43895  -3.27129  0.15170  0.066
H  -4.58240  -2.50547  1.72808  0.068
H  -4.82952  -4.23434  1.58255  0.050
C  -0.47749  6.60125  4.77466  -0.096
C  -0.54933  5.56102  3.66618  -0.280
N  0.69844  5.39477  2.94685  -0.198
C  0.55793  4.59306  1.73642  -0.246
C  0.16089  3.12235  1.88052  -0.076
C  1.86201  5.09877  3.76637  -0.251
C  1.82281  3.84387  4.64463  -0.085
H  -0.15990  7.56968  4.38484  0.077
H  -1.46347  6.72498  5.22579  0.070
H  0.20744  6.30632  5.57129  0.062
H  -1.30923  5.89051  2.95221  0.117
H  -0.91259  4.61471  4.09398  0.099
H  1.49090  4.65407  1.16865  0.109
H  -0.18989  5.08681  1.10546  0.103
H  0.99494  2.50827  2.21809  0.062
H  -0.14586  2.72919  0.90795  0.042
H  -0.67505  2.98189  2.56874  0.069
H  2.04627  5.96153  4.41344  0.097
H  2.74084  5.05412  3.11829  0.114
H  0.86369  3.71798  5.14908  0.066
H  2.58996  3.91324  5.42022  0.070
H  2.03189  2.94072  4.07471  0.056

***

Record 5
H3N2O2P3S | ωB97M-V/def2-TZVPD

Properties
* total charge: 0
* ΔE to the lowest compared entry with this formula, charge and spin: 33.2 kJ/mol
* HOMO-LUMO gap: 7.62 eV
* HOMO energy: -0.3362 Eh
* DFT total energy: -1684.017589 Eh

Each line ends with the Löwdin charge.
Positions of all 11 atoms, in Å:
N  -1.53976  0.04859  0.16803  -0.625
N  0.76032  -1.18752  -0.22568  -0.452
O  2.27297  -1.44441  1.66433  -0.467
O  -0.26302  0.39206  -1.98524  -0.849
P  -0.76238  -0.86060  -1.01487  0.647
P  0.88628  -1.65329  1.36567  0.568
P  -1.42942  -0.03906  1.71084  0.702
S  0.65714  1.68638  -1.34825  0.704
H  1.50958  -0.55652  -0.49050  -0.005
H  -2.42057  0.92432  2.38568  -0.106
H  0.32885  2.69006  -2.23001  -0.117